1.
Density functional theory data (ωB97M-V/def2-TZVPD) for a cluster of 2 separate species, C2HClF2S in total.

Geometry as XYZ:
```
7
Properties=species:S:1:pos:R:3:lowdin_charge:R:1
C -2.7223 0.0399 -0.1906 -1.290
C -0.2435 0.8412 -0.1406 -0.197
F -0.2260 2.2223 -0.4149 -0.030
F 0.1026 0.0431 -1.1450 0.027
S -3.0156 -1.4279 -0.5490 0.702
Cl -3.4952 1.2715 0.5747 0.642
H 0.2886 0.6098 0.8686 0.146
```

Calculated values
- HOMO energy (spin up / spin down) (Ha) = -0.29968 / -0.32421
- LUMO (spin up / spin down) (eV) = -0.5937 / -0.6329
- HOMO-LUMO gap (spin up / spin down) (eV) = 7.6 / 8.2

=====

2.
Density functional theory data (ωB97M-V/def2-TZVPD) for a cluster of 2 separate species, C2HClF2S in total.

Geometry as XYZ:
```
7
Properties=species:S:1:pos:R:3:lowdin_charge:R:1
C 1.4626 -3.0844 2.5758 -0.575
C -0.4084 0.6253 1.8210 -0.828
F 0.7641 0.6612 1.1536 -0.029
F -0.7576 1.8809 2.0060 0.035
S 2.1153 -1.7255 2.4646 0.661
Cl -1.6634 -0.1453 0.8097 0.654
H -0.3613 0.1869 2.7667 0.082
```

Calculated values
- HOMO energy (Ha) = -0.41656
- LUMO (eV) = -0.1700
- HOMO-LUMO gap (eV) = 11.2

=====

On energetic grounds, 2 is preferred over the next structure by 184.8 kJ/mol.

=====

1.
Density functional theory data (ωB97M-V/def2-TZVPD) for a cluster of 2 separate species, C2H8N3O in total.

Geometry as XYZ:
```
14
Properties=species:S:1:pos:R:3:lowdin_charge:R:1
C -1.6122 0.0644 0.1347 -0.482
C 3.0236 0.1483 -0.2185 -0.260
N -2.8925 0.4960 -0.0133 0.174
N -1.3112 -1.2382 -0.0284 0.259
N -0.7526 1.0278 0.2126 0.337
O 1.8396 -0.1240 0.2016 -0.066
H 3.0200 0.4558 -1.3329 0.109
H 4.0020 -0.6118 -0.0739 0.178
H 3.5506 0.9635 0.3493 0.134
H -3.6862 0.1712 0.6262 0.171
H -3.0566 1.5282 0.0597 0.147
H -1.9400 -2.0338 -0.0994 0.151
H -0.3251 -1.5299 0.0964 0.142
H 0.1407 0.6826 0.0859 0.007
```

Calculated values
- HOMO energy (spin up / spin down) (Ha) = -0.51404 / -0.53175
- charge = +1
- LUMO (spin up / spin down) (eV) = -5.9195 / -7.9847
- HOMO-LUMO gap (spin up / spin down) (eV) = 8.1 / 6.5

=====

2.
Density functional theory data (ωB97M-V/def2-TZVPD) for the ion C2H8N3O with charge +1.

Geometry as XYZ:
```
14
Properties=species:S:1:pos:R:3:lowdin_charge:R:1
N -0.0220 -1.6292 -0.2074 0.114
C -0.3381 -0.1853 -0.2172 -0.478
N 0.7730 0.6346 -0.5077 0.011
N 1.6966 0.6545 0.5387 0.160
C -1.8659 0.2453 -0.2895 0.037
O -1.0477 0.3522 0.9516 -0.068
H -0.3397 -2.0740 -1.0803 0.108
H -0.6790 -2.0949 0.3602 0.068
H 0.7626 1.4634 -1.0354 0.142
H 2.1600 -0.2717 0.5024 0.171
H 2.4804 1.4120 0.4098 0.240
H 1.2091 0.7142 1.5641 0.246
H -2.1118 1.2677 -0.7184 0.131
H -2.6775 -0.4887 -0.2710 0.119
```

Calculated values
- HOMO energy (Ha) = -0.52425
- SMILES = N[C@@]1(N[NH3+])CO1
- charge = +1
- LUMO (eV) = -3.9012
- HOMO-LUMO gap (eV) = 10.4

=====

3.
Density functional theory data (ωB97M-V/def2-TZVPD) for a cluster of 2 separate species, C2H8N3O in total.

Geometry as XYZ:
```
14
Properties=species:S:1:pos:R:3:lowdin_charge:R:1
N -1.5165 1.9854 0.3329 0.188
C -1.1090 1.0637 -0.5671 -0.641
N -1.1307 -0.2993 -0.0976 0.091
O -0.6825 1.2917 -1.6684 0.082
H -1.6945 2.9281 0.0289 0.130
H -1.8993 1.6401 1.1938 0.105
H -1.7368 -0.4130 0.7076 0.111
H -1.4317 -0.8946 -0.8683 0.131
C 2.2088 -1.7265 0.3280 0.143
N 1.5512 -0.7147 -0.0735 0.174
H 1.6508 -2.5432 0.7707 0.120
H 3.2920 -1.7216 0.2942 0.121
H 2.0408 0.1546 -0.2600 0.154
H 0.4575 -0.7507 -0.1213 0.092
```

Calculated values
- HOMO energy (Ha) = -0.52776
- charge = +1
- LUMO (eV) = -4.9435
- HOMO-LUMO gap (eV) = 9.4

=====

4.
Density functional theory data (ωB97M-V/def2-TZVPD) for the ion C2H8N3O with charge +1.

Geometry as XYZ:
```
14
Properties=species:S:1:pos:R:3:lowdin_charge:R:1
C 1.6076 -1.1628 0.5332 -0.161
N 0.4875 -1.1987 -0.3360 -0.058
N -0.7114 -0.2863 0.2698 0.118
C -0.8563 0.8808 -0.3915 -0.489
N -1.7444 1.7922 0.0337 0.219
O -0.2251 1.1223 -1.4566 0.197
H 2.3859 -1.7657 0.1769 0.069
H 2.1136 -0.1284 0.4246 0.114
H 1.4731 -1.2852 1.6763 0.117
H 0.1232 -2.2233 -0.3859 0.168
H -0.7152 -0.3492 1.3571 0.200
H -2.5451 1.3542 0.4133 0.117
H -1.8104 2.7626 -0.4149 0.193
H 0.4170 0.4876 -1.9002 0.195
```

Calculated values
- HOMO energy (Ha) = -0.54729
- SMILES = CN/[NH+]=C(/N)O
- charge = +1
- LUMO (eV) = -3.2509
- HOMO-LUMO gap (eV) = 11.6

=====

On energetic grounds, 3 is preferred over the next structure by 174.7 kJ/mol.

=====

1.
Density functional theory data (ωB97M-V/def2-TZVPD) for a cluster of 2 separate species, C2H5PS in total.

Geometry as XYZ:
```
9
Properties=species:S:1:pos:R:3:lowdin_charge:R:1
P -1.5354 0.4213 0.0037 0.195
S -1.6779 -1.4967 0.1443 0.026
H -0.1732 0.7958 0.6305 -0.052
H -1.0841 0.9921 -1.2269 -0.064
H -2.5597 1.2671 0.5282 -0.060
C 1.6353 0.0883 -0.2140 -0.110
C 1.8157 -1.0286 0.1934 -0.024
H 1.6193 1.0174 -0.7093 0.019
H 1.9599 -2.0567 0.6502 0.069
```

Calculated values
- HOMO energy (Ha) = -0.32245
- SMILES = [PH3]=S.C#C
- LUMO (eV) = 0.6995
- HOMO-LUMO gap (eV) = 9.5

=====

2.
Density functional theory data (ωB97M-V/def2-TZVPD) for a cluster of 3 separate species, C2H5PS in total.

Geometry as XYZ:
```
9
Properties=species:S:1:pos:R:3:lowdin_charge:R:1
C -0.9719 0.1840 -0.3114 -1.003
C 1.6656 0.8353 -0.7361 -0.371
P -2.4090 -0.5960 -0.5369 0.746
S 0.0440 1.3310 -0.8690 0.815
H 0.1973 -1.5326 1.9817 0.061
H 1.9206 -0.2073 -0.6816 0.001
H 0.0315 -1.0709 1.2569 -0.013
H 2.3230 1.6463 -0.8316 -0.038
H -2.8011 -0.5899 0.7280 -0.196
```

Calculated values
- HOMO energy (spin up / spin down) (Ha) = -0.28930 / -0.28017
- LUMO (spin up / spin down) (eV) = -0.7078 / -0.7791
- HOMO-LUMO gap (spin up / spin down) (eV) = 7.2 / 6.8

=====

On energetic grounds, 1 is preferred over the next structure by 212.6 kJ/mol.

=====

1.
Density functional theory data (ωB97M-V/def2-TZVPD) for a cluster of 2 separate species, C3H3Br2N in total.

Geometry as XYZ:
```
9
Properties=species:S:1:pos:R:3:lowdin_charge:R:1
Br -1.6742 -2.1409 -0.1399 0.627
C -1.1614 -0.5265 0.7641 -0.708
C 0.0297 -0.1794 1.3324 -0.728
Br 1.7168 -0.9811 1.1260 0.665
H -1.7180 0.4254 0.6108 0.066
H 0.1305 0.9541 1.3543 0.069
C 0.8489 0.8344 -1.4812 -0.211
N 1.6549 1.5543 -1.3815 0.058
H 0.1728 0.0597 -2.1850 0.162
```

Calculated values
- HOMO energy (Ha) = -0.35399
- SMILES = Br/C=C\Br.C#N
- LUMO (eV) = 0.3407
- HOMO-LUMO gap (eV) = 10.0

=====

2.
Density functional theory data (ωB97M-V/def2-TZVPD) for an isolated molecule of C3H3Br2N.

Geometry as XYZ:
```
9
Properties=species:S:1:pos:R:3:lowdin_charge:R:1
N 0.0011 -2.5898 0.0869 0.164
C -0.3116 -1.5289 0.2441 -0.256
C -0.4867 0.0280 0.3770 -0.737
Br -2.4289 0.5692 0.2083 0.636
C 0.4316 0.6679 -0.5473 -0.605
Br 2.2012 0.6005 0.3074 0.666
H -0.4433 0.3306 1.3964 0.042
H 0.6253 0.2206 -1.4956 0.069
H 0.4114 1.7019 -0.5772 0.020
```

Calculated values
- HOMO energy (Ha) = -0.39994
- SMILES = N#C[C@H](Br)CBr
- LUMO (eV) = -0.3358
- HOMO-LUMO gap (eV) = 10.5

=====

On energetic grounds, 2 is preferred over the next structure by 206.6 kJ/mol.